Record 1
Molecular formula: C50H82Br8O6
Method: DFT, ωB97M-V/def2-TZVPD

Structure (ORCA input):
```
! RIJCOSX wB97M-V def2-TZVPD def2/J DEFGRID3
* xyz 0 1
Br -19.357 -4.123 19.479
C -20.032 -2.336 19.959
C -20.218 -1.446 18.737
Br -20.584 0.358 19.465
H -19.320 -1.903 20.655
H -20.978 -2.483 20.474
H -21.067 -1.813 18.169
H -19.317 -1.357 18.143
Br -21.259 -12.121 16.675
C -20.250 -10.514 16.268
C -19.025 -10.301 17.128
Br -17.542 -11.511 16.595
H -20.937 -9.711 16.530
H -20.029 -10.421 15.210
H -19.254 -10.474 18.176
H -18.621 -9.297 17.028
Br -26.213 -6.043 19.129
C -26.427 -7.479 17.839
C -27.230 -6.942 16.671
Br -27.393 -8.344 15.297
H -26.961 -8.301 18.306
H -25.444 -7.808 17.520
H -26.676 -6.191 16.118
H -28.184 -6.575 17.036
Br -21.241 -14.585 19.601
C -20.373 -12.933 20.180
C -18.955 -12.921 19.677
Br -18.123 -11.268 20.417
H -20.454 -12.879 21.262
H -20.922 -12.083 19.770
H -18.868 -12.881 18.598
H -18.450 -13.761 20.146
C -16.999 -6.120 23.582
C -16.255 -7.184 23.082
C -16.684 -7.842 21.939
C -17.927 -7.547 21.409
C -18.735 -6.540 21.940
C -18.230 -5.815 23.021
H -16.742 -5.527 24.450
H -15.317 -7.490 23.528
H -16.050 -8.636 21.564
H -18.302 -8.056 20.526
H -19.724 -6.385 21.532
H -18.908 -5.072 23.427
C -21.537 -11.985 23.636
C -21.808 -10.783 22.991
C -20.785 -9.840 22.911
C -19.552 -10.111 23.496
C -19.260 -11.366 24.019
C -20.289 -12.293 24.156
H -22.384 -12.662 23.695
H -22.760 -10.582 22.519
H -20.964 -8.841 22.532
H -18.724 -9.416 23.427
H -18.259 -11.605 24.352
H -20.128 -13.288 24.548
C -23.970 -2.215 19.365
C -23.665 -3.428 18.770
C -23.230 -4.512 19.525
C -23.127 -4.365 20.899
C -23.406 -3.140 21.498
C -23.849 -2.075 20.747
H -24.451 -1.398 18.842
H -23.671 -3.541 17.692
H -22.886 -5.401 19.013
H -22.816 -5.177 21.542
H -23.261 -3.063 22.570
H -24.043 -1.138 21.254
C -19.558 -4.048 14.250
C -19.826 -4.137 15.597
C -21.128 -3.908 16.047
C -22.127 -3.520 15.169
C -21.861 -3.449 13.809
C -20.578 -3.699 13.353
H -18.568 -4.232 13.851
H -19.028 -4.402 16.280
H -21.398 -4.054 17.088
H -23.110 -3.309 15.572
H -22.628 -3.099 13.130
H -20.352 -3.531 12.307
C -20.738 -7.068 18.070
C -21.962 -7.488 17.545
C -22.579 -8.588 18.110
C -22.028 -9.189 19.245
C -20.833 -8.710 19.808
C -20.174 -7.656 19.182
H -20.219 -6.312 17.490
H -22.348 -7.005 16.654
H -23.562 -8.882 17.760
H -22.548 -9.918 19.852
H -20.497 -9.107 20.756
H -19.283 -7.154 19.546
C -24.641 -8.195 21.664
C -25.506 -7.469 22.663
O -25.011 -6.129 22.752
H -24.673 -7.756 20.664
H -24.857 -9.261 21.579
H -23.591 -8.171 21.977
H -25.418 -8.022 23.605
H -26.551 -7.402 22.348
H -25.698 -5.558 23.109
C -19.308 -7.824 12.742
C -20.639 -7.340 13.344
O -21.600 -8.368 13.503
H -19.510 -8.263 11.764
H -18.770 -8.468 13.432
H -18.729 -6.911 12.585
H -21.037 -6.547 12.702
H -20.417 -6.910 14.321
H -21.589 -8.995 12.774
C -24.266 -12.075 14.412
C -24.676 -10.654 14.845
O -24.922 -9.848 13.735
H -24.294 -12.755 15.261
H -23.272 -11.997 13.974
H -24.963 -12.450 13.660
H -23.864 -10.319 15.507
H -25.514 -10.779 15.543
H -24.945 -8.919 14.014
C -25.474 -5.541 13.458
C -24.236 -6.382 13.181
O -23.938 -7.152 14.326
H -26.314 -6.224 13.582
H -25.621 -4.807 12.667
H -25.387 -4.982 14.394
H -23.362 -5.783 12.907
H -24.465 -6.994 12.300
H -23.157 -7.716 14.154
C -25.419 -12.402 18.574
C -24.070 -12.081 19.239
O -24.233 -11.476 20.507
H -25.882 -13.268 19.053
H -25.298 -12.667 17.522
H -26.137 -11.580 18.642
H -23.411 -11.540 18.568
H -23.699 -13.100 19.389
H -24.476 -12.139 21.157
C -16.933 -6.618 16.338
C -16.629 -6.115 17.737
O -16.631 -7.262 18.602
H -17.954 -7.011 16.305
H -16.244 -7.437 16.138
H -16.934 -5.815 15.600
H -17.398 -5.405 18.055
H -15.647 -5.638 17.796
H -16.168 -6.997 19.405
*
```

Output
max |F|: 2.51 eV Å⁻¹
HOMO-LUMO gap: 9.66 eV
LUMO level: 0.0170 Ha

Record 2
Molecular formula: C50H86Cl2F3O19S
Method: DFT, ωB97M-V/def2-TZVPD

Structure (ORCA input):
```
! RIJCOSX wB97M-V def2-TZVPD def2/J DEFGRID3
* xyz 1 1
C -0.183 0.452 9.423
C -1.496 1.313 9.112
C -2.308 0.680 7.887
C -2.656 1.786 6.790
C -1.481 2.083 5.728
C -1.975 1.737 4.218
C -2.561 3.051 3.474
C -2.768 2.621 1.933
C -4.065 3.281 1.251
C -3.713 4.556 0.328
C -3.755 4.221 -1.242
C -2.304 4.253 -1.896
C -1.845 5.662 -2.493
C -0.635 5.332 -3.519
C 0.647 4.721 -2.777
C 1.205 3.377 -3.420
C 0.298 2.096 -3.139
C 1.044 0.930 -2.316
C 0.850 1.138 -0.746
C -0.633 0.902 -0.218
S -1.081 -0.870 0.053
C 0.258 -2.023 -0.491
C 1.244 -2.281 0.753
O 2.618 -2.306 0.312
C 0.927 -3.628 1.530
F 1.043 -4.780 0.761
F 1.741 -3.799 2.663
F -0.407 -3.574 2.001
C -2.563 -1.154 -1.062
Cl -2.251 -0.582 -2.771
C -3.137 -2.639 -0.974
C -3.895 -2.941 0.418
Cl -4.464 -2.744 -2.268
H 0.496 0.489 8.503
H -0.473 -0.617 9.681
H 0.363 0.893 10.330
H -1.198 2.401 8.936
H -2.150 1.321 10.049
H -3.314 0.279 8.264
H -1.783 -0.203 7.397
H -3.604 1.415 6.243
H -2.952 2.793 7.243
H -1.268 3.205 5.724
H -0.502 1.562 5.962
H -2.810 0.936 4.220
H -1.141 1.307 3.570
H -3.535 3.324 3.993
H -1.752 3.841 3.563
H -1.792 2.879 1.404
H -2.946 1.488 1.946
H -4.815 3.581 2.056
H -4.573 2.451 0.653
H -2.724 5.020 0.650
H -4.552 5.316 0.512
H -4.117 3.133 -1.318
H -4.533 4.828 -1.815
H -2.335 3.526 -2.787
H -1.473 3.874 -1.218
H -2.689 6.174 -3.054
H -1.503 6.406 -1.691
H -0.371 6.342 -3.990
H -1.042 4.694 -4.355
H 1.478 5.504 -2.900
H 0.494 4.643 -1.642
H 1.241 3.514 -4.555
H 2.273 3.235 -3.053
H -0.673 2.310 -2.597
H 0.017 1.622 -4.144
H 0.577 -0.050 -2.689
H 2.157 0.892 -2.585
H 1.604 0.549 -0.116
H 1.097 2.238 -0.533
H -1.448 1.384 -0.854
H -0.705 1.417 0.803
H -0.230 -3.004 -0.817
H 0.903 -1.648 -1.341
H 1.139 -1.440 1.520
H 2.918 -1.373 0.256
H -3.374 -0.463 -0.638
H -2.369 -3.430 -1.236
H -4.065 -4.063 0.521
H -4.935 -2.470 0.319
H -3.370 -2.483 1.314
C 7.002 2.986 -3.052
C 6.589 1.752 -2.281
C 6.034 0.657 -3.144
O 5.154 -0.020 -2.248
C 4.757 0.894 -1.325
O 3.869 0.719 -0.538
O 5.490 2.033 -1.410
H 7.455 3.717 -2.378
H 7.723 2.743 -3.834
H 6.135 3.476 -3.504
H 7.423 1.394 -1.668
H 6.809 -0.017 -3.510
H 5.451 1.024 -3.994
C -2.720 2.837 -9.545
C -1.637 3.214 -8.558
C -1.806 2.586 -7.206
O -1.172 3.531 -6.347
C -1.262 4.744 -6.965
O -1.006 5.790 -6.445
O -1.686 4.609 -8.251
H -2.506 3.272 -10.524
H -2.796 1.759 -9.656
H -3.690 3.233 -9.234
H -0.649 2.996 -8.980
H -1.318 1.612 -7.136
H -2.852 2.483 -6.900
C 2.521 -4.256 5.427
C 3.607 -3.853 6.400
C 3.436 -4.434 7.773
O 4.076 -3.465 8.598
C 3.993 -2.275 7.943
O 4.256 -1.216 8.427
O 3.566 -2.450 6.659
H 2.738 -3.857 4.438
H 2.439 -5.342 5.352
H 1.553 -3.844 5.725
H 4.593 -4.092 5.985
H 3.918 -5.408 7.874
H 2.390 -4.520 8.084
C -3.779 -4.658 5.820
C -4.691 -3.563 5.311
C -4.631 -3.368 3.824
O -4.969 -1.991 3.681
C -4.601 -1.376 4.840
O -4.563 -0.192 4.995
O -4.277 -2.286 5.798
H -3.916 -4.794 6.895
H -3.985 -5.608 5.322
H -2.728 -4.397 5.670
H -5.717 -3.739 5.650
H -5.346 -3.999 3.293
H -3.633 -3.528 3.402
C -1.156 -0.141 -14.567
C -1.585 0.777 -13.444
C -1.909 0.059 -12.165
O -2.860 0.930 -11.557
C -3.471 1.609 -12.570
O -4.448 2.280 -12.436
O -2.822 1.419 -13.751
H -0.873 0.444 -15.445
H -0.305 -0.758 -14.273
H -1.978 -0.792 -14.878
H -0.830 1.556 -13.284
H -1.034 -0.065 -11.525
H -2.379 -0.917 -12.319
C 7.999 -5.429 4.301
C 7.616 -6.676 5.068
C 7.082 -7.780 4.202
O 6.221 -8.480 5.096
C 5.806 -7.580 6.027
O 4.929 -7.778 6.814
O 6.517 -6.421 5.943
H 8.440 -4.692 4.976
H 8.722 -5.654 3.514
H 7.120 -4.957 3.854
H 8.460 -7.019 5.676
H 7.870 -8.436 3.831
H 6.487 -7.422 3.356
*
```

Output
max |F|: 3.42 eV Å⁻¹
HOMO-LUMO gap: 8.54 eV
LUMO level: -0.1048 Ha

Computed highest occupied orbital energy (eV) in order:
-9.20 -11.39